Entry 1:
ORCA calculation (ωB97M-V/def2-TZVPD) on a structure of composition C35H67IrN13SeSi.

The HOMO energy (alpha / beta) comes out at -0.45318 / -0.45320 Ha. The value obtained for the orbital gap (alpha / beta) is 6.63 / 5.41 eV. For the max |F|, the calculation gives 0.7 eV Å⁻¹. The value obtained for the relative energy (zero: lowest compared OMol25 entry of this formula, charge and spin) is 36.42 kcal/mol. As for the energy: -4880.4413 hartree. For the LUMO energy (alpha / beta), the calculation gives -5.70 / -6.92 eV. Its expectation value of S² is 0.758.

ORCA input file:
```
! RIJCOSX wB97M-V def2-TZVPD def2/J DEFGRID3
* xyz 2 2
Ir -0.455 0.729 -0.070
C -2.315 -3.667 1.676
N -1.895 -2.630 2.603
C -2.269 -2.875 3.992
C -1.041 -1.595 2.309
N -1.317 -0.737 1.331
C -2.665 -0.796 0.768
C -2.545 -1.449 -0.593
N -1.442 -0.860 -1.433
C -2.073 -0.078 -2.523
C -2.847 1.061 -1.952
N -1.952 1.899 -1.140
C -2.273 3.204 -1.238
N -3.550 3.575 -1.546
C -3.835 4.590 -2.556
C -4.738 2.993 -0.941
N -1.381 4.201 -1.165
C 0.018 4.025 -1.533
C -1.776 5.578 -0.884
C -0.797 -2.018 -2.148
C 0.031 -2.997 -1.312
N 1.367 -3.053 -1.845
C 1.978 -4.194 -1.911
N 3.066 -4.306 -2.733
C 3.126 -3.582 -3.989
C 4.133 -5.264 -2.524
N 1.642 -5.317 -1.179
C 1.605 -6.645 -1.767
C 1.246 -5.225 0.206
N 0.052 -1.546 3.096
C 0.638 -2.765 3.640
C 0.596 -0.342 3.668
H -2.167 -4.637 2.157
H -1.693 -3.658 0.786
H -3.370 -3.589 1.398
H -3.356 -2.945 4.061
H -1.940 -2.054 4.624
H -1.843 -3.809 4.368
H -3.060 0.221 0.697
H -3.362 -1.356 1.393
H -3.484 -1.422 -1.149
H -2.300 -2.495 -0.450
H -2.741 -0.737 -3.087
H -1.293 0.275 -3.192
H -3.692 0.688 -1.370
H -3.267 1.631 -2.779
H -2.938 4.828 -3.119
H -4.244 5.504 -2.120
H -4.574 4.185 -3.249
H -4.476 2.329 -0.122
H -5.330 2.440 -1.674
H -5.358 3.795 -0.537
H 0.108 3.179 -2.206
H 0.652 3.866 -0.660
H 0.354 4.922 -2.053
H -2.730 5.608 -0.364
H -1.844 6.166 -1.801
H -1.015 6.032 -0.266
H -0.184 -1.635 -2.961
H -1.638 -2.546 -2.609
H -0.458 -3.979 -1.351
H 0.004 -2.679 -0.256
H 2.387 -2.788 -3.985
H 2.946 -4.256 -4.833
H 4.113 -3.135 -4.118
H 4.011 -5.774 -1.573
H 5.093 -4.743 -2.510
H 4.170 -6.011 -3.322
H 1.845 -6.590 -2.825
H 0.601 -7.068 -1.670
H 2.309 -7.325 -1.281
H 1.529 -4.251 0.605
H 1.766 -5.992 0.785
H 0.169 -5.370 0.357
H 0.439 -2.863 4.710
H 1.719 -2.714 3.501
H 0.260 -3.642 3.121
H 1.658 -0.245 3.452
H 0.474 -0.380 4.755
H 0.049 0.501 3.284
C 2.648 -1.514 0.384
C 2.528 -0.190 1.049
C 3.566 0.319 1.823
C 3.430 1.543 2.465
C 2.254 2.262 2.357
C 1.242 1.710 1.576
N 1.400 0.525 0.935
N -0.007 2.170 1.286
Si -0.820 3.300 2.434
C -2.651 3.310 2.102
C -0.049 4.999 2.313
C -0.615 2.803 4.226
H 2.615 -2.301 1.143
H 3.609 -1.597 -0.124
H 1.875 -1.688 -0.355
H 4.480 -0.251 1.906
H 4.250 1.938 3.050
H 2.124 3.219 2.840
H -2.872 3.197 1.046
H -3.079 4.257 2.437
H -3.159 2.510 2.646
H -0.633 5.663 1.692
H 0.976 5.000 1.939
H -0.034 5.443 3.311
H -1.204 1.928 4.493
H -1.005 3.635 4.819
H 0.416 2.645 4.544
Se 1.045 0.674 -2.061
C 2.442 1.988 -2.100
C 3.328 2.300 -1.081
C 4.335 3.220 -1.340
N 4.521 3.807 -2.518
C 3.681 3.483 -3.494
C 2.623 2.596 -3.337
H 3.265 1.855 -0.104
H 5.034 3.488 -0.555
H 3.848 3.961 -4.453
H 1.958 2.395 -4.167
*
```

---

Entry 2:
ORCA calculation (ωB97M-V/def2-TZVPD) on a cluster of 6 separate species, C35H67N3O11S in total in a non-equilibrium geometry.

The HOMO energy comes out at -0.31292 Ha. Its SMILES is C#Cc1cc2nsnc2c(CCN(CC)C(C)=O)c1C.COCCOC.COCCOC.COCCOC.COCCOC.COCCOC. The value obtained for the orbital gap is 7.00 eV. For the max |F|, the calculation gives 6.6 eV Å⁻¹. As for the energy: -2763.2787 hartree. For the LUMO energy, the calculation gives -1.52 eV.

ORCA input file:
```
! RIJCOSX wB97M-V def2-TZVPD def2/J DEFGRID3
* xyz 0 1
C -5.835 0.731 -2.919
C -5.298 0.080 -1.894
C -4.286 -0.174 -0.659
C -3.110 -1.179 -0.947
C -2.058 -1.446 0.214
N -0.890 -2.331 0.162
S -0.174 -2.197 1.712
N -1.208 -1.118 2.576
C -2.246 -0.709 1.642
C -3.413 0.305 1.952
C -3.675 1.113 3.309
C -2.454 1.194 4.343
N -1.324 2.098 3.989
C 0.026 1.457 4.047
C 1.074 2.643 4.488
C -1.541 2.925 2.797
C -0.842 2.635 1.344
O -2.330 3.951 2.812
C -4.458 0.546 0.769
C -5.729 1.515 0.949
H -6.335 1.061 -3.904
H -3.047 -1.696 -1.971
H -4.154 2.144 3.045
H -4.533 0.541 3.862
H -2.903 1.602 5.343
H -2.064 0.132 4.628
H 0.022 0.720 4.945
H 0.355 0.912 3.091
H 1.911 2.182 5.134
H 1.548 3.177 3.582
H 0.544 3.436 5.159
H 0.223 3.108 1.286
H -1.487 2.982 0.462
H -0.657 1.489 1.230
H -6.317 1.720 -0.014
H -6.425 1.043 1.753
H -5.395 2.536 1.397
C 2.493 -2.149 4.900
O 3.860 -1.769 4.824
C 4.721 -2.728 5.441
C 5.430 -3.585 4.396
O 4.510 -4.442 3.720
C 4.186 -3.968 2.417
H 1.916 -1.471 4.266
H 2.336 -3.172 4.549
H 2.137 -2.049 5.930
H 4.167 -3.352 6.150
H 5.472 -2.164 6.002
H 6.151 -4.231 4.904
H 5.980 -2.960 3.684
H 5.045 -4.096 1.752
H 3.886 -2.917 2.437
H 3.354 -4.562 2.035
C 2.138 3.023 -1.924
O 2.482 3.785 -0.773
C 3.895 3.838 -0.567
C 4.464 5.186 -0.999
O 4.392 5.347 -2.416
C 3.330 6.208 -2.809
H 1.073 3.167 -2.121
H 2.701 3.342 -2.804
H 2.316 1.961 -1.732
H 4.397 3.014 -1.084
H 4.062 3.714 0.508
H 5.524 5.220 -0.729
H 3.958 6.010 -0.484
H 3.572 7.241 -2.541
H 2.385 5.917 -2.343
H 3.221 6.142 -3.892
C 6.841 -5.955 -0.007
O 6.132 -4.847 -0.549
C 6.758 -4.330 -1.724
C 6.014 -4.766 -2.983
O 6.148 -6.171 -3.202
C 4.977 -6.891 -2.836
H 6.223 -6.404 0.774
H 7.049 -6.712 -0.766
H 7.777 -5.611 0.444
H 7.811 -4.624 -1.768
H 6.714 -3.239 -1.651
H 6.463 -4.266 -3.846
H 4.959 -4.476 -2.936
H 4.179 -6.690 -3.558
H 4.641 -6.624 -1.830
H 5.210 -7.955 -2.857
C -5.059 -4.228 -1.986
O -4.890 -3.617 -3.259
C -4.122 -4.430 -4.149
C -5.018 -5.124 -5.172
O -5.844 -6.109 -4.552
C -7.186 -5.664 -4.388
H -5.790 -3.644 -1.423
H -5.427 -5.253 -2.075
H -4.110 -4.218 -1.441
H -3.521 -5.158 -3.595
H -3.438 -3.759 -4.679
H -4.384 -5.649 -5.892
H -5.622 -4.395 -5.723
H -7.684 -5.625 -5.361
H -7.227 -4.681 -3.912
H -7.708 -6.382 -3.755
C -1.897 6.210 0.591
O -2.612 7.312 0.043
C -1.988 7.826 -1.134
C -2.730 7.379 -2.390
O -2.588 5.974 -2.602
C -3.756 5.250 -2.232
H -2.511 5.761 1.373
H -1.685 5.449 -0.164
H -0.963 6.560 1.040
H -0.933 7.538 -1.177
H -2.038 8.918 -1.066
H -2.283 7.877 -3.256
H -3.787 7.664 -2.345
H -4.555 5.442 -2.955
H -4.093 5.520 -1.228
H -3.517 4.186 -2.248
*
```

---

Entry 3:
ORCA calculation (ωB97M-V/def2-TZVPD) on a cluster of 3 separate species, C35H67N3O2 in total in a non-equilibrium geometry.

The HOMO energy comes out at -0.28962 Ha. Its SMILES is CCCCCCCCCCCC[C@]1(N)CC(=O)O[C@H]1Cc1ccccc1.CCN(CC)CC.CCN(CC)CC. The value obtained for the orbital gap is 8.44 eV. For the max |F|, the calculation gives 3.6 eV Å⁻¹. As for the energy: -1688.3884 hartree. For the LUMO energy, the calculation gives 0.56 eV.

ORCA input file:
```
! RIJCOSX wB97M-V def2-TZVPD def2/J DEFGRID3
* xyz 0 1
C 2.713 0.664 2.399
C 3.441 -0.715 2.071
C 4.433 -0.609 0.818
C 3.805 -1.281 -0.495
C 4.923 -1.826 -1.496
C 4.894 -0.975 -2.849
C 5.351 0.515 -2.611
C 4.560 1.592 -3.450
C 2.994 1.628 -3.148
C 2.561 2.785 -2.155
C 1.064 3.226 -2.467
C 0.078 3.182 -1.228
C -0.447 1.751 -0.811
N -0.536 1.777 0.688
C 0.456 0.480 -1.101
C -0.554 -0.757 -1.074
O -0.261 -1.901 -1.245
O -1.788 -0.155 -0.862
C -1.788 1.191 -1.423
C -3.185 1.755 -0.873
C -4.189 0.529 -0.875
C -4.727 -0.070 0.346
C -5.624 -1.240 0.197
C -5.956 -1.805 -1.122
C -5.418 -1.163 -2.390
C -4.544 -0.010 -2.215
H 1.591 0.534 2.424
H 2.937 1.476 1.653
H 2.988 1.082 3.409
H 2.650 -1.497 1.895
H 4.044 -0.967 2.992
H 5.381 -1.134 1.106
H 4.586 0.496 0.649
H 3.099 -2.075 -0.142
H 3.290 -0.436 -1.031
H 4.655 -2.905 -1.693
H 5.930 -1.711 -1.012
H 3.847 -1.089 -3.245
H 5.561 -1.503 -3.592
H 6.433 0.572 -2.932
H 5.226 0.789 -1.522
H 4.650 1.275 -4.535
H 4.991 2.628 -3.404
H 2.456 1.752 -4.131
H 2.728 0.621 -2.739
H 2.558 2.353 -1.109
H 3.279 3.651 -2.210
H 1.119 4.295 -2.839
H 0.657 2.630 -3.332
H 0.610 3.697 -0.375
H -0.788 3.867 -1.486
H -1.066 2.589 1.008
H 0.405 1.804 1.089
H 0.614 0.576 -2.221
H 1.369 0.393 -0.462
H -1.823 1.234 -2.554
H -3.619 2.497 -1.593
H -3.080 2.216 0.140
H -4.466 0.319 1.358
H -6.067 -1.785 1.066
H -6.609 -2.711 -1.223
H -5.614 -1.533 -3.423
H -4.097 0.483 -3.116
C -5.653 -8.780 -2.812
C -4.651 -7.633 -2.850
N -5.269 -6.317 -2.823
C -4.343 -5.239 -3.144
C -3.181 -4.990 -2.182
C -6.169 -6.042 -1.712
C -5.608 -6.168 -0.294
H -6.388 -8.688 -3.615
H -5.132 -9.731 -2.942
H -6.183 -8.828 -1.858
H -4.086 -7.734 -3.782
H -3.930 -7.765 -2.031
H -4.903 -4.304 -3.256
H -3.922 -5.441 -4.136
H -3.510 -4.502 -1.265
H -2.454 -4.321 -2.651
H -2.652 -5.909 -1.921
H -7.030 -6.714 -1.793
H -6.598 -5.043 -1.835
H -5.014 -7.074 -0.157
H -6.433 -6.211 0.423
H -4.997 -5.308 -0.021
C 3.001 4.466 2.657
C 3.455 4.655 4.098
N 2.747 5.716 4.798
C 3.369 6.086 6.063
C 3.407 5.035 7.174
C 1.295 5.609 4.823
C 0.682 4.342 5.424
H 3.066 5.401 2.096
H 3.641 3.733 2.161
H 1.975 4.095 2.598
H 4.520 4.908 4.067
H 3.377 3.693 4.624
H 2.886 6.990 6.450
H 4.400 6.391 5.852
H 2.430 4.899 7.637
H 4.088 5.362 7.964
H 3.765 4.067 6.818
H 0.929 5.705 3.795
H 0.878 6.481 5.336
H 1.178 3.432 5.080
H -0.368 4.268 5.130
H 0.704 4.358 6.513
*
```